[1]
Here is a 2-piece molecular cluster, C25H25NO5S overall at a distorted geometry from OMol25. Energies are from ωB97M-V/def2-TZVPD.

Cartesian coordinates (Å):
C (4.76259, 1.25906, 1.52289)
C (4.36540, -0.00010, 2.26063)
O (2.92563, 0.22283, 2.55197)
C (2.18216, -0.80912, 3.01421)
C (0.71612, -0.60087, 2.72372)
O (0.02523, -1.70628, 2.38898)
C (0.38826, -2.73642, 1.41803)
S (0.37388, 0.84786, 1.61050)
C (-1.40694, 0.66167, 1.39340)
C (-2.04228, 1.16491, 0.25456)
C (-3.40869, 0.90607, 0.08188)
C (-4.12785, 0.15426, 1.02237)
C (-3.46881, -0.34432, 2.14775)
C (-2.11366, -0.07581, 2.31552)
O (0.65299, 2.08954, 2.30001)
O (0.93601, 0.54635, 0.30403)
O (2.63566, -1.82881, 3.52780)
H (5.83669, 1.24627, 1.31964)
H (4.22738, 1.34157, 0.56904)
H (4.52753, 2.14119, 2.13474)
H (4.49625, -0.90349, 1.63978)
H (4.91266, -0.08667, 3.21212)
H (-0.44874, -3.43638, 1.46710)
H (0.43693, -2.28871, 0.42671)
H (1.31972, -3.21702, 1.72370)
H (-1.45111, 1.73608, -0.46629)
H (-3.88502, 1.30182, -0.81355)
H (-5.18760, -0.05789, 0.86489)
H (-3.96570, -0.95440, 2.90375)
H (-1.56741, -0.52151, 3.13412)
C (-0.83864, -1.91177, 4.90264)
C (-0.14282, -0.62678, 5.02990)
N (0.61470, -0.36961, 6.13637)
C (0.75713, 0.90348, 6.74569)
C (0.15182, 2.09332, 6.38000)
C (0.34256, 3.21251, 7.21835)
C (1.07207, 3.10587, 8.41570)
C (1.60979, 1.87596, 8.82056)
C (1.43992, 0.77130, 7.98377)
C (1.73214, -0.62676, 8.15550)
C (1.24358, -1.30712, 7.00288)
C (1.36361, -2.67202, 6.84371)
C (1.85356, -3.40768, 7.93555)
C (2.30910, -2.75900, 9.09562)
C (2.29730, -1.35848, 9.20027)
H (-1.89936, -1.72736, 4.67083)
H (-0.41034, -2.45220, 4.05349)
H (-0.79851, -2.56575, 5.77601)
H (-0.67252, 0.26751, 4.69536)
H (-0.42525, 2.13796, 5.45938)
H (-0.08508, 4.17735, 6.94448)
H (1.19335, 3.98979, 9.04926)
H (2.15264, 1.74758, 9.75735)
H (1.13104, -3.11701, 5.88185)
H (1.86937, -4.49177, 7.87691)
H (2.68208, -3.35941, 9.92985)
H (2.70405, -0.82454, 10.06273)

The energy above the lowest of the compared OMol25 structures with the same formula, charge and spin is 4.343 eV. The calculation puts the maximum force at 1.800 eV Å⁻¹. For the HOMO energy, the calculation gives -0.27687 Ha. The value obtained for the HOMO-LUMO gap is 0.26434 Eh.

=====

[2]
Here is a 2-piece molecular cluster, C6H9NO overall at a distorted geometry from OMol25. Energies are from ωB97M-V/def2-TZVPD.

Cartesian coordinates (Å):
C (-2.42703, 0.68992, 0.71077)
C (-1.54969, 0.52619, -0.28496)
C (-0.30493, -0.20487, -0.32503)
C (0.62512, -0.09861, -1.41653)
C (1.61415, -1.02561, -1.19481)
N (1.38631, -1.61553, 0.01224)
C (0.23068, -1.12714, 0.55348)
H (-3.37345, 1.18836, 0.56518)
H (-2.24430, 0.31526, 1.71470)
H (-1.85710, 1.04673, -1.19287)
H (0.39923, 0.37065, -2.36071)
H (2.33171, -1.40453, -1.90227)
H (1.95650, -2.31439, 0.44820)
H (-0.14838, -1.40160, 1.52275)
O (1.11603, 1.83947, 1.38733)
H (0.47458, 1.96952, 0.70328)
H (1.77058, 1.24619, 1.05923)

The energy above the lowest of the compared OMol25 structures with the same formula, charge and spin is 1.040 eV. The calculation puts the maximum force at 1.671 eV Å⁻¹. For the HOMO energy, the calculation gives -0.30070 Ha. The SMILES is C=Cc1cc[nH]c1.O. The value obtained for the HOMO-LUMO gap is 0.33039 Eh.

=====

[3]
Here is a 2-piece molecular cluster, C3H3F2N overall at a distorted geometry from OMol25. Energies are from ωB97M-V/def2-TZVPD.

Cartesian coordinates (Å):
C (-2.62164, 0.60133, -0.20546)
C (0.08292, 1.53265, -0.27345)
C (-1.87326, -0.24317, 0.62965)
N (-3.19763, 1.27677, -0.92287)
F (1.21283, 0.89109, -0.03274)
F (-1.38123, -1.37583, 0.19434)
H (-0.30549, 2.12717, 0.66302)
H (-0.21986, 1.82778, -1.30092)
H (-1.53167, -0.10971, 1.58498)

The energy above the lowest of the compared OMol25 structures with the same formula, charge and spin is 4.465 eV. The calculation puts the maximum force at 3.228 eV Å⁻¹. For the HOMO energy (spin up / spin down), the calculation gives -0.32377 / -0.33818 Ha. The value obtained for the HOMO-LUMO gap (spin up / spin down) is 0.28860 / 0.34514 Eh.